Entry 1:
{"formula": "C31H60AlF3O21S7", "method": "ωB97M-V/def2-TZVPD", "homo_lumo_gap_ev": 1.7, "de_lowest_ev": 0.000, "total_energy_ev": -166687.360, "charge": 2, "largest_force_ev_per_a": 3.601, "e_lumo_ev": -11.97, "symbols": ["Al", "C", "F", "F", "F", "S", "O", "O", "O", "O", "S", "O", "O", "C", "C", "C", "H", "H", "H", "H", "H", "H", "H", "H", "O", "S", "O", "O", "C", "C", "C", "H", "H", "H", "H", "H", "H", "H", "H", "O", "S", "O", "O", "C", "C", "C", "H", "H", "H", "H", "H", "H", "H", "H", "O", "S", "O", "O", "C", "C", "C", "H", "H", "H", "H", "H", "H", "H", "H", "O", "S", "O", "O", "C", "C", "C", "H", "H", "H", "H", "H", "H", "H", "H", "O", "S", "O", "O", "C", "C", "C", "H", "H", "H", "H", "H", "H", "H", "H", "C", "C", "C", "C", "C", "C", "H", "H", "H", "H", "H", "H", "C", "C", "C", "C", "C", "C", "H", "H", "H", "H", "H", "H"], "xyz": [[-2.8989, 0.6331, 3.2586], [0.2204, 1.2492, -1.2870], [-0.5407, 2.3605, -1.3080], [0.3786, 0.6666, -2.5015], [1.4094, 1.6813, -0.7978], [-0.5072, -0.0656, -0.1573], [0.6298, -0.7664, 0.4586], [-1.2588, 0.5503, 0.9459], [-1.3008, -0.9820, -1.0314], [-1.0021, 4.7360, 0.5879], [-0.5646, 4.1604, 1.8512], [-1.2942, 3.0155, 2.4285], [1.0425, 3.6268, 1.6953], [1.7707, 4.2969, 0.7098], [3.2484, 3.7926, 0.6421], [-0.2986, 5.4914, 3.1098], [1.8363, 5.3659, 0.9122], [1.2652, 4.2937, -0.2559], [3.8510, 4.4553, 0.0210], [3.2175, 2.7839, 0.2301], [3.7220, 3.7249, 1.6215], [0.2465, 4.9642, 3.8928], [-1.3062, 5.8237, 3.3598], [0.3563, 6.2769, 2.7328], [-5.4352, 1.9797, -0.7994], [-4.0951, 2.5434, -0.5118], [-3.4974, 2.2713, 0.8163], [-3.0477, 2.1723, -1.8029], [-3.6817, 2.1203, -3.1060], [-2.6186, 1.3197, -3.9501], [-4.1245, 4.3352, -0.7506], [-3.8011, 3.1327, -3.4921], [-4.5875, 1.5166, -3.1626], [-3.0353, 1.1023, -4.9335], [-2.3533, 0.3865, -3.4533], [-1.7498, 1.9659, -4.0756], [-3.0927, 4.6773, -0.6700], [-4.6222, 4.7156, 0.1415], [-4.6469, 4.5437, -1.6842], [-1.1697, -1.7564, 2.9770], [-0.3872, -2.9645, 3.0143], [1.0260, -2.9027, 3.3622], [-1.1740, -3.9862, 4.0840], [-0.5304, -5.2586, 4.2777], [-1.2142, -6.2001, 5.2448], [-0.6049, -3.9686, 1.4055], [0.5372, -5.1165, 4.4456], [-0.5696, -5.7887, 3.3260], [-2.2949, -6.2804, 5.1277], [-1.0167, -5.7190, 6.2027], [-0.8038, -7.2021, 5.3699], [0.1688, -4.7165, 1.2320], [-0.5324, -3.2608, 0.5798], [-1.5848, -4.4458, 1.4030], [-3.8879, -0.6220, 0.9065], [-4.2996, -1.7971, 0.1674], [-3.4613, -3.0086, 0.2341], [-5.8966, -2.1742, 0.4772], [-6.3812, -3.5090, 0.2941], [-7.9214, -3.5817, 0.3177], [-4.6268, -1.3460, -1.5671], [-5.8952, -4.1291, 1.0475], [-5.9902, -3.8388, -0.6684], [-8.3822, -2.8983, 1.0308], [-8.3482, -4.5812, 0.4008], [-8.2965, -3.2427, -0.6480], [-4.8612, -2.2056, -2.1950], [-3.7305, -0.9309, -2.0279], [-5.4360, -0.6199, -1.6460], [5.9499, -2.8096, 0.8953], [4.7146, -2.1278, 0.5861], [4.3933, -0.8168, 1.1685], [4.5419, -2.0771, -1.0702], [3.4358, -1.3169, -1.6019], [3.7704, -0.8308, -3.0047], [3.3696, -3.3970, 0.8583], [3.2181, -0.4954, -0.9194], [2.5959, -2.0063, -1.6877], [2.9111, -0.3780, -3.4993], [3.9639, -1.6300, -3.7202], [4.6616, -0.2065, -3.0694], [3.4836, -4.2994, 0.2577], [2.4623, -2.8637, 0.5742], [3.2607, -3.5917, 1.9252], [-0.0459, 0.6822, 4.2357], [1.3885, 0.9968, 4.3398], [1.7430, 2.3547, 4.6446], [2.0428, -0.0164, 5.4488], [3.2894, 0.2423, 6.0061], [3.6464, -0.6025, 7.1953], [2.2337, 0.3334, 2.8624], [3.4598, 1.3102, 6.1422], [3.9579, -0.0755, 5.2060], [3.4983, -1.6756, 7.0747], [3.0987, -0.3025, 8.0887], [4.7131, -0.4857, 7.3865], [2.1268, -0.7474, 2.7703], [3.2903, 0.5993, 2.8924], [1.9335, 0.9227, 1.9960], [-0.3224, -3.6737, -6.9150], [-0.8699, -4.2063, -5.7202], [-0.9920, -3.3214, -4.6497], [-0.4138, -2.0362, -4.6739], [0.0916, -1.5673, -5.8795], [0.0951, -2.3352, -7.0238], [-0.3687, -4.3923, -7.7198], [-1.2618, -5.2122, -5.6884], [-1.4232, -3.6721, -3.7236], [-0.3801, -1.3432, -3.8462], [0.5271, -0.5793, -5.9032], [0.3454, -1.9586, -8.0046], [3.7913, 3.3547, -2.7056], [2.6880, 4.1819, -2.7156], [2.8717, 5.5580, -2.7192], [4.1513, 6.1125, -2.7703], [5.2383, 5.2452, -2.7236], [5.0737, 3.8896, -2.6632], [3.7400, 2.2788, -2.6269], [1.7043, 3.7372, -2.6880], [1.9887, 6.1793, -2.6962], [4.2450, 7.1884, -2.7713], [6.1734, 5.7568, -2.5499], [5.9295, 3.2611, -2.4656]], "forces_ev_per_angstrom": [[0.8782, -0.0917, -0.9413], [0.1169, 1.0588, 0.6445], [0.5371, -1.4537, -0.6294], [-0.0179, 1.0976, 1.0085], [-0.6075, -1.0672, -0.6832], [-1.5226, -2.5882, 1.2532], [-0.1721, 0.5940, -1.1716], [0.7100, 0.2117, -1.4219], [1.4216, 1.9904, 1.0184], [0.4438, -0.6548, 1.2644], [0.6351, -1.1019, 0.4484], [1.5132, 2.3904, -0.7560], [-2.6130, -0.1710, 0.5605], [1.9708, 1.4583, -0.9080], [-1.3748, -0.4006, 0.1285], [-0.0222, -1.4468, -0.7758], [-0.1236, 0.2710, 0.4897], [0.0827, -0.6047, -0.0800], [-0.1626, -0.0623, -0.0754], [0.3882, -0.0167, -0.1221], [-0.2298, 0.1656, 0.0951], [-0.4070, 0.0490, 0.2847], [0.2606, 0.0964, 0.2228], [-0.3407, -0.0830, -0.3761], [2.8760, 0.8683, 0.3425], [-1.3075, -0.1790, 0.2396], [-0.5892, 0.2305, -3.0039], [-1.9155, -0.1132, 2.2091], [1.7180, -1.5463, -0.9439], [-0.8335, 1.2341, 0.2081], [0.1658, -0.8954, 0.8527], [-0.2336, -0.1056, 0.0151], [-0.2350, 0.4756, 0.6499], [0.0257, -0.0090, -0.0279], [-0.0251, 0.1098, 0.0821], [0.1863, -0.2744, -0.0237], [-0.0034, -0.0697, -0.4169], [-0.3881, 0.0484, -0.2559], [0.1434, 0.1233, 0.2080], [0.0604, -0.7084, -0.0673], [0.1093, -2.4078, 0.1875], [-1.6105, 0.0165, -0.5367], [0.6295, 1.5656, -0.7322], [0.6237, -1.6577, -1.9697], [-0.0576, 1.5155, 1.7250], [0.1472, 0.9206, 0.6007], [-0.1252, 0.1031, 0.6065], [0.0357, 0.1527, -0.5019], [0.1061, 0.1264, -0.2860], [-0.4990, -0.2401, 0.5024], [0.3334, 0.1704, -0.7350], [0.1498, 0.1337, 0.6821], [-0.2011, 0.2283, 0.2267], [0.0137, 0.3099, 0.2204], [-0.8807, -0.9080, -0.0893], [-0.8600, -2.2304, -1.3059], [-1.6432, 2.1357, 0.0082], [1.7151, 1.8259, 0.7472], [0.2552, -1.2249, -0.0710], [0.2267, 0.9399, -0.7910], [0.7130, 0.2390, -0.2263], [-0.2738, -0.0869, 0.1102], [-0.2130, -0.2980, -0.1296], [0.2519, -0.2607, 0.3369], [0.5332, -0.0863, 0.4315], [0.0748, 0.1767, -0.1358], [-0.1752, -0.3660, 0.6029], [0.1920, 0.1715, 0.4264], [0.0739, -0.0191, 0.4827], [-1.0662, 1.3174, -0.7362], [-0.7341, -1.4304, -0.0694], [0.3422, -2.0846, -1.1648], [0.7377, 0.4567, 1.3882], [0.2334, -0.1257, -0.4280], [0.2555, -0.3933, -0.5788], [-0.0508, 1.7551, 0.3392], [-0.1534, -0.0038, -0.0612], [-0.2883, 0.0977, 0.2628], [-0.1285, 0.6015, 0.4614], [0.2355, -0.5492, 0.4278], [-0.1997, 0.2788, 0.2599], [0.5253, 0.3028, 0.0650], [-0.1475, -0.0686, -0.1336], [0.3570, -0.0872, -0.0464], [2.0279, 0.1443, 0.3309], [-0.8174, -1.5129, -0.0481], [0.2076, -0.5104, -0.2970], [-3.4611, 0.5325, -0.8399], [2.3353, 0.0557, -1.0267], [-0.3829, -0.0656, 0.7731], [0.3586, 1.1877, 0.2987], [-0.2175, -0.0006, 0.3551], [0.6849, 0.2008, -0.0546], [-0.2280, 0.0879, -0.3956], [0.0294, 0.0364, 0.0424], [-0.0201, 0.2268, 0.0270], [-0.3918, 0.2692, 0.1434], [0.1110, -0.2155, 0.6607], [-0.7468, -0.2652, 0.0340], [-1.1053, -1.4115, 0.7228], [0.1717, 2.0017, 0.1483], [0.2459, -1.4058, 0.5196], [-0.0947, 0.1474, -0.7364], [0.7246, 0.5612, -0.7011], [-0.2418, -0.2689, 0.2165], [0.4327, 0.4249, -0.5808], [0.0904, 0.0176, 0.0608], [-0.1818, 0.0039, 0.0796], [-0.2604, -0.3637, 0.3863], [-0.1384, 0.1758, -0.1081], [0.3320, 0.1625, 0.1248], [0.2777, -0.8665, 0.2238], [-0.3364, 0.5220, -0.0824], [-1.1180, -0.6592, -0.2704], [-0.6134, -0.3801, 0.1207], [0.6359, 1.1820, 0.5504], [0.9024, 0.4933, 0.2272], [-0.4650, -0.1191, -0.1190], [-0.1348, 0.1753, -0.0351], [0.0371, 0.2201, -0.0347], [0.2817, 0.0084, -0.0381], [0.4716, -0.4925, -0.3469], [0.0248, -0.1422, -0.2492]]}

---

Entry 2:
{"formula": "C31H60Br16N2O3P", "method": "ωB97M-V/def2-TZVPD", "homo_lumo_gap_ev": 8.9, "total_energy_ev": -1172205.999, "charge": 1, "largest_force_ev_per_a": 5.255, "e_lumo_ev": -2.45, "symbols": ["C", "C", "C", "C", "C", "C", "C", "N", "N", "C", "C", "C", "C", "C", "C", "C", "C", "P", "O", "O", "O", "H", "H", "H", "H", "H", "H", "H", "H", "H", "H", "H", "H", "H", "H", "H", "H", "H", "H", "H", "H", "H", "H", "H", "H", "H", "H", "H", "H", "Br", "C", "C", "Br", "H", "H", "H", "H", "Br", "C", "C", "Br", "H", "H", "H", "H", "Br", "C", "C", "Br", "H", "H", "H", "H", "Br", "C", "C", "Br", "H", "H", "H", "H", "Br", "C", "C", "Br", "H", "H", "H", "H", "Br", "C", "C", "Br", "H", "H", "H", "H", "Br", "C", "C", "Br", "H", "H", "H", "H", "Br", "C", "C", "Br", "H", "H", "H", "H"], "xyz": [[3.1131, 1.5732, 0.3352], [3.2002, 1.8707, -1.2120], [1.7230, 1.8382, -1.8221], [1.7226, 1.2847, -3.3024], [1.6849, -0.3131, -3.3597], [0.2558, -0.8179, -3.8792], [-0.3974, -1.9479, -3.0019], [-1.0822, -1.4792, -1.7287], [-0.0635, -1.1397, -0.8005], [-2.0140, -0.3205, -1.9202], [-2.8642, 0.0826, -0.6699], [-3.9634, 1.0873, -1.2003], [-3.6554, 2.2074, -2.0871], [-4.7691, 3.0487, -2.5518], [-6.1572, 2.8230, -2.1899], [-6.4564, 1.7072, -1.2856], [-5.3494, 0.8612, -0.8135], [-1.8936, -2.9818, -1.0750], [-1.1636, -4.2094, -1.4523], [-2.0568, -2.9807, 0.5528], [-3.4375, -3.1337, -1.7049], [2.4104, 2.2911, 0.8313], [2.7579, 0.5294, 0.5546], [4.1601, 1.6388, 0.7448], [3.5910, 2.9137, -1.3704], [3.8865, 1.1675, -1.7502], [0.9805, 1.3467, -1.1435], [1.4094, 2.9214, -1.9025], [0.8562, 1.7504, -3.8418], [2.6576, 1.6468, -3.8030], [2.4707, -0.5908, -4.1141], [1.9851, -0.7697, -2.3863], [0.4674, -1.2922, -4.8812], [-0.3990, 0.0603, -4.0919], [-1.1830, -2.4464, -3.6349], [0.4071, -2.7073, -2.8014], [0.7087, -1.8063, -0.8062], [-0.4192, -0.9730, 0.1432], [-1.4346, 0.5967, -2.2199], [-2.6752, -0.5466, -2.8023], [-3.4367, -0.7520, -0.1944], [-2.2617, 0.6055, 0.1275], [-2.6070, 2.4221, -2.4047], [-4.4983, 3.8823, -3.2379], [-6.9759, 3.4743, -2.5833], [-7.5017, 1.5102, -0.9498], [-5.6515, 0.0223, -0.1377], [-2.1364, -2.0769, 0.9667], [-3.5591, -2.5222, -2.4577], [6.8933, 2.6509, -2.1989], [6.7967, 4.0706, -3.5301], [6.0018, 5.2450, -3.0219], [4.0869, 4.8816, -3.0758], [6.3811, 3.6301, -4.4335], [7.8311, 4.3589, -3.7138], [6.1446, 6.1127, -3.6658], [6.2434, 5.5165, -1.9969], [3.1380, 10.5676, -2.6982], [1.7494, 9.4942, -3.5437], [0.3938, 9.7841, -2.9552], [0.1762, 8.9316, -1.2154], [2.0471, 8.4543, -3.4396], [1.7770, 9.7729, -4.5969], [-0.3924, 9.3604, -3.5795], [0.2048, 10.8457, -2.8125], [-0.0636, 1.5827, 2.5549], [-1.1257, 0.9521, 4.0599], [-1.3458, -0.5333, 3.9847], [-2.6975, -0.9660, 2.6494], [-2.0506, 1.5259, 4.0541], [-0.5495, 1.2098, 4.9483], [-1.7392, -0.9135, 4.9276], [-0.4484, -1.0926, 3.7194], [1.5958, -2.2354, 3.5362], [2.2545, -3.6017, 4.7631], [1.4709, -3.6054, 6.0495], [1.9951, -2.1260, 7.2029], [3.3158, -3.4123, 4.9063], [2.1266, -4.5451, 4.2334], [1.6858, -4.5056, 6.6255], [0.3967, -3.5243, 5.8988], [-0.6361, 4.8313, 4.1073], [-0.5658, 6.3739, 2.9167], [-1.2769, 6.0997, 1.6165], [-0.2081, 4.9843, 0.4304], [0.4842, 6.6276, 2.7894], [-1.0651, 7.1744, 3.4616], [-1.4347, 7.0263, 1.0642], [-2.2309, 5.5943, 1.7493], [-4.6718, -9.3509, -2.1072], [-4.8722, -7.4292, -2.3369], [-4.1134, -6.6636, -1.2863], [-5.0380, -6.6645, 0.4271], [-5.9396, -7.2195, -2.3372], [-4.4646, -7.2211, -3.3262], [-4.0384, -5.6121, -1.5615], [-3.1163, -7.0595, -1.1058], [-0.3095, -5.2093, -5.1684], [-0.0302, -6.2020, -3.5123], [0.8796, -7.3864, -3.7211], [-0.0505, -8.8621, -4.5893], [-1.0140, -6.4776, -3.1406], [0.4229, -5.4864, -2.8286], [1.2085, -7.7856, -2.7620], [1.7501, -7.1583, -4.3323], [3.3990, -5.7857, 12.7525], [3.5075, -4.2450, 11.5658], [2.8173, -4.5136, 10.2538], [3.9049, -5.6459, 9.0989], [4.5624, -4.0048, 11.4539], [3.0098, -3.4377, 12.1022], [2.6802, -3.5878, 9.6958], [1.8555, -5.0086, 10.3684]], "forces_ev_per_angstrom": [[0.8621, -0.2046, -0.5876], [-1.3174, 0.0587, 0.6302], [0.8465, 1.1090, -0.8208], [0.0372, -0.2839, 1.0346], [-0.1869, 1.0597, -0.9636], [1.1428, -0.2682, 0.1071], [0.3156, 0.2803, -2.5325], [0.1337, -0.7642, 0.6077], [0.7057, 0.7756, 0.6833], [-0.7459, 1.3219, -0.3845], [-0.7876, 0.9799, -0.4035], [-1.2118, 0.7456, -0.4367], [-2.4588, -0.4774, 0.7595], [0.3259, -1.1107, 0.5895], [1.4418, -1.5979, 1.0827], [2.3729, 0.6085, -0.7388], [-0.6002, 1.3331, -0.9714], [-2.1903, -4.6319, 1.1696], [0.1890, 1.7239, 0.1082], [0.3967, 1.6186, -2.9390], [2.2022, 1.9373, 0.5520], [0.7880, -0.5129, -0.3205], [0.1843, 0.8660, -0.3272], [-1.1709, 0.1484, -0.0021], [-0.2212, -1.2673, 0.2317], [-0.6098, 0.4508, 0.5510], [0.6809, 0.0963, -0.6370], [0.1217, -1.0195, 0.2306], [0.6918, -0.6499, 0.2120], [-0.8383, -0.2159, 0.4295], [-0.8596, -0.1175, 0.7468], [-0.2927, 0.4854, -0.7177], [-0.5831, 0.2540, 1.0476], [0.3092, -0.8323, 0.3282], [0.6402, 0.3014, 0.8162], [-1.1462, 0.6650, 0.3405], [-0.4750, -0.0436, -0.0243], [0.0362, -0.0446, -0.3258], [-0.1349, -1.2683, 0.3320], [0.5609, -0.0285, 0.9022], [0.5851, 0.4664, -0.5143], [-0.3380, -0.6430, -0.8734], [-1.1094, -0.0564, 0.3106], [-0.3914, -0.6956, 0.6415], [0.9657, -0.6663, 0.4207], [1.1042, 0.1251, -0.3606], [0.6265, 0.7507, -0.6492], [-0.1198, -0.7936, 0.1603], [-0.3081, -0.4188, 0.2780], [-0.0655, -0.0061, -0.0887], [0.2170, -0.0903, 0.1648], [-0.1137, 0.1495, -0.2076], [0.0339, 0.1734, -0.0536], [-0.0267, 0.0949, 0.0840], [-0.0775, 0.0488, 0.0248], [0.0158, -0.0895, 0.0156], [0.0076, -0.1005, -0.0766], [-0.0329, -0.1256, 0.0036], [0.1995, 0.2671, -0.0944], [-0.2023, -0.2009, 0.0167], [0.0229, 0.0581, -0.0020], [-0.0848, 0.0262, 0.0455], [-0.0810, -0.0061, 0.0694], [0.0793, 0.0097, 0.0055], [0.1077, -0.0795, -0.0193], [-0.0863, -0.2612, -0.1801], [0.1852, 0.1949, -0.0932], [0.0773, 0.0538, 0.2832], [-0.2993, 0.3191, 0.4308], [0.0549, -0.0748, 0.0152], [-0.0185, -0.1182, -0.0262], [-0.0686, 0.0140, -0.0906], [-0.4339, 0.2688, 0.1034], [0.5078, -0.1099, -0.0971], [-0.1154, -0.2360, -0.1379], [0.1474, -0.0127, 0.2833], [-0.1226, 0.0433, -0.0939], [-0.1148, 0.0471, 0.0499], [-0.0324, 0.0480, 0.0598], [0.0583, 0.0215, -0.0945], [0.1022, -0.0184, -0.0689], [0.0562, 0.1478, 0.0097], [-0.1697, -0.0150, 0.2016], [0.0935, 0.1238, -0.2035], [-0.0273, -0.1035, 0.0067], [-0.0948, -0.0590, -0.0723], [-0.0043, -0.0364, -0.0825], [0.0333, -0.0213, 0.0719], [0.0991, 0.0371, 0.0714], [-0.0718, 0.0636, 0.0358], [0.1358, -0.2659, -0.1905], [-0.0920, 0.2840, 0.1049], [0.0719, -0.0392, -0.0128], [0.1028, 0.0419, 0.0822], [0.0056, 0.0500, 0.0730], [-0.0009, -0.0854, -0.0512], [-0.0979, -0.0342, -0.0612], [-0.0946, 0.0487, 0.0295], [0.2653, 0.1039, 0.0369], [-0.1481, -0.2977, -0.0028], [0.0629, 0.1322, -0.0154], [0.1119, -0.0090, -0.0298], [-0.0653, -0.1123, -0.0057], [-0.0486, 0.1047, -0.0136], [-0.0986, 0.0648, 0.0436], [0.0831, 0.0505, -0.0620], [-0.1602, -0.0970, 0.2827], [0.1292, 0.1544, -0.1976], [-0.1250, -0.0062, -0.0320], [-0.0990, -0.0343, -0.0827], [-0.0090, -0.0271, -0.0980], [0.0360, -0.0309, 0.0689], [0.1101, 0.0097, 0.0907]]}